(w)
C7H14N2 | the ωB97M-V functional and the def2-TZVPD basis

Values from the calculation:
SMILES: C[C@]12CCN1CC[C@H]2N
HOMO level, eV: -7.7
Kohn-Sham gap, eV: 8.63
LUMO level, eV: 0.97

The geometry in ORCA input format:
```
! wB97M-V def2-TZVPD RIJCOSX def2/J DEFGRID3
* xyz 0 1
C -1.978 0.058 0.317
C -0.468 0.252 0.171
C -0.320 1.662 -0.237
C -0.123 1.061 -1.788
C 0.777 -1.487 -0.942
C 0.859 -1.765 0.541
C 0.455 -0.459 1.219
H -2.356 0.631 -0.567
H -2.329 0.503 1.198
H -2.474 -1.093 0.242
H -1.152 2.346 -0.065
H 0.529 2.328 0.350
H -1.017 1.296 -2.328
H 0.631 1.755 -2.412
H 0.210 -2.370 -1.565
H 1.868 -1.499 -1.379
H 0.284 -2.603 0.768
H 1.881 -1.834 0.603
H -0.236 -0.563 2.046
H 1.256 1.067 2.345
H 2.130 0.587 0.809
N 0.015 -0.160 -1.050
N 1.560 0.286 1.725
*
```

=====

(x)
C7H14N2 | the ωB97M-V functional and the def2-TZVPD basis

Values from the calculation:
SMILES: CC[C@@H]1C=CN(C)N1C
HOMO level, eV: -7.2
Kohn-Sham gap, eV: 8.31
LUMO level, eV: 1.11

The geometry in ORCA input format:
```
! wB97M-V def2-TZVPD RIJCOSX def2/J DEFGRID3
* xyz 0 1
C 1.416 1.386 -0.403
C 1.391 1.325 0.897
C 0.377 0.506 -0.999
C -0.416 -1.538 -1.985
C 0.299 -0.123 2.667
C -1.867 0.337 0.381
C 0.785 -0.789 -1.623
N 0.278 0.660 1.397
N -0.419 -0.010 0.411
H 1.856 2.193 -1.020
H 1.999 1.918 1.599
H -0.193 1.060 -1.746
H -0.895 -1.920 -1.088
H -0.374 -2.315 -2.699
H -1.031 -0.802 -2.396
H 0.345 0.569 3.555
H -0.599 -0.722 2.827
H 1.261 -0.794 2.727
H -2.119 1.362 0.258
H -2.212 -0.220 -0.502
H -2.459 -0.099 1.155
H 1.288 -0.617 -2.583
H 1.288 -1.367 -0.830
*
```

=====

(y)
C7H14N2 | the ωB97M-V functional and the def2-TZVPD basis

Values from the calculation:
HOMO level (alpha / beta), eV: -7.5 / -7.8
Kohn-Sham gap (alpha / beta), eV: 8.38 / 8.59
LUMO level (alpha / beta), eV: 0.86 / 0.76

The geometry in ORCA input format:
```
! wB97M-V def2-TZVPD RIJCOSX def2/J DEFGRID3
* xyz 0 1
C -0.684 0.105 -0.698
C -1.389 0.162 -1.767
C 0.912 -0.104 1.127
C 1.127 -1.411 0.381
C 0.019 0.800 0.399
C -1.117 1.303 1.338
C 0.777 1.898 -0.279
N -0.051 -2.258 0.359
N -0.149 -2.933 -0.836
H -1.967 -0.584 -2.288
H -1.460 1.007 -2.400
H 0.363 -0.489 2.056
H 1.832 0.230 1.540
H 1.385 -1.142 -0.609
H 2.037 -1.839 0.875
H -0.704 2.154 1.922
H -1.405 0.408 1.959
H -2.063 1.645 0.893
H 0.234 2.671 -0.619
H 1.253 1.518 -1.201
H 1.644 2.295 0.430
H 0.528 -2.628 -1.455
H -1.122 -2.806 -1.126
*
```

=====

(z)
C7H14N2 | the ωB97M-V functional and the def2-TZVPD basis

Values from the calculation:
SMILES: C=NN(C(=C)C)C(C)C
HOMO level, eV: -8.0
Kohn-Sham gap, eV: 9.00
LUMO level, eV: 1.04

The geometry in ORCA input format:
```
! wB97M-V def2-TZVPD RIJCOSX def2/J DEFGRID3
* xyz 0 1
C 1.787 1.252 -0.792
C 1.612 -1.898 -0.754
C 1.007 0.720 0.137
C 1.322 1.211 1.538
C -2.087 -1.133 0.767
C -1.749 0.450 -1.185
C -1.309 0.002 0.181
N 0.391 -1.709 -0.573
N 0.081 -0.326 0.026
H 1.637 1.105 -1.767
H 2.554 2.006 -0.471
H 1.693 -2.901 -1.151
H 2.380 -1.282 -0.442
H 2.003 2.172 1.304
H 1.896 0.466 1.988
H 0.469 1.335 2.194
H -1.438 -1.767 1.405
H -2.986 -0.777 1.372
H -2.362 -1.785 -0.101
H -2.118 -0.256 -1.794
H -0.942 1.039 -1.599
H -2.618 1.070 -1.100
H -1.223 1.008 0.816
*
```

=====

List of relative energies, unit eV: (w) 1.188; (x) 0.000; (y) 2.691; (z) 0.725

=====

(w)
C3H7FINO | the ωB97M-V functional and the def2-TZVPD basis

Values from the calculation:
HOMO level, eV: -9.1
Kohn-Sham gap, eV: 9.13
LUMO level, eV: 0.01

The geometry in ORCA input format:
```
! wB97M-V def2-TZVPD RIJCOSX def2/J DEFGRID3
* xyz 0 1
C -0.168 -2.124 0.500
C -0.243 2.376 0.303
C 0.535 -0.103 -0.701
N -0.041 -1.363 -0.708
O -0.787 1.104 0.123
F 0.432 0.406 -1.923
I 2.353 -0.027 0.299
H -1.060 -2.872 0.358
H 0.816 -2.795 0.762
H -0.469 -1.569 1.331
H -1.103 3.094 0.654
H 0.122 2.718 -0.684
H 0.600 2.440 0.901
H -0.988 -1.285 -1.216
*
```

=====

(x)
C3H7FINO | the ωB97M-V functional and the def2-TZVPD basis

Values from the calculation:
SMILES: C/N=C(\F)OC.I
HOMO level, eV: -9.7
Kohn-Sham gap, eV: 10.07
LUMO level, eV: 0.38

The geometry in ORCA input format:
```
! wB97M-V def2-TZVPD RIJCOSX def2/J DEFGRID3
* xyz 0 1
C -0.651 2.269 0.054
C -0.898 -2.451 0.188
C -0.969 -0.004 0.175
N -1.440 1.113 0.418
O -1.531 -1.132 0.281
F 0.415 -0.119 -0.258
I 5.271 -0.048 -0.219
H -0.342 2.896 1.005
H 0.176 2.120 -0.505
H -1.422 3.034 -0.518
H 0.062 -2.610 0.648
H -1.122 -2.693 -0.873
H -1.564 -3.039 0.682
H 4.016 0.664 -1.079
*
```

=====

List of relative energies, unit eV: (w) 0.984; (x) 0.000

=====

(w)
C3H4O | the ωB97M-V functional and the def2-TZVPD basis

Values from the calculation:
SMILES: C=CC=O
HOMO level, eV: -10.0
Kohn-Sham gap, eV: 10.15
LUMO level, eV: 0.10

The geometry in ORCA input format:
```
! wB97M-V def2-TZVPD RIJCOSX def2/J DEFGRID3
* xyz 0 1
C -0.217 1.236 -0.875
C 0.390 0.061 -0.807
C 0.270 -0.783 0.405
H -0.091 1.902 -1.743
H -0.844 1.539 -0.056
H 1.024 -0.300 -1.609
H 0.887 -1.722 0.367
O -0.454 -0.562 1.337
*
```

=====

(x)
C3H4O | the ωB97M-V functional and the def2-TZVPD basis

Values from the calculation:
HOMO level, eV: -9.6
Kohn-Sham gap, eV: 9.78
LUMO level, eV: 0.17

The geometry in ORCA input format:
```
! wB97M-V def2-TZVPD RIJCOSX def2/J DEFGRID3
* xyz 0 1
C -2.011 0.362 -0.393
C -0.949 0.468 0.259
C 1.918 -0.515 0.351
O 2.628 -0.042 -0.488
H -2.930 -0.213 -0.605
H -1.885 1.473 -0.591
H 1.789 -1.655 0.336
H 1.442 0.121 1.131
*
```

=====

(y)
C3H4O | the ωB97M-V functional and the def2-TZVPD basis

Values from the calculation:
SMILES: O=C1CC1
HOMO level, eV: -9.2
Kohn-Sham gap, eV: 10.17
LUMO level, eV: 0.99

The geometry in ORCA input format:
```
! wB97M-V def2-TZVPD RIJCOSX def2/J DEFGRID3
* xyz 0 1
C -0.710 0.560 0.345
C 0.634 0.426 -0.228
C -0.173 -0.858 0.000
O -1.521 1.372 0.754
H 1.493 0.606 0.403
H 0.795 0.742 -1.251
H -0.603 -1.354 -0.852
H 0.085 -1.494 0.828
*
```

=====

(z)
C3H4O | the ωB97M-V functional and the def2-TZVPD basis

Values from the calculation:
HOMO level, eV: -9.1
Kohn-Sham gap, eV: 9.68
LUMO level, eV: 0.60

The geometry in ORCA input format:
```
! wB97M-V def2-TZVPD RIJCOSX def2/J DEFGRID3
* xyz 0 1
C 0.974 -0.387 0.383
C -0.320 -0.349 0.218
C -1.313 0.035 -1.632
O -2.035 0.947 -1.579
H 1.346 -0.796 1.302
H 1.710 -0.139 -0.365
H -0.870 -0.505 1.160
H -1.295 -0.711 -2.317
*
```

=====

List of relative energies, unit eV: (w) 0.000; (x) 3.979; (y) 0.867; (z) 2.731